The following is a DFT calculation (ωB97M-V with the def2-TZVPD basis set) of a 2-piece molecular cluster, C3H11NOS overall.

Computed properties:
Total energy = -17660.89989 eV
2S+1 = 1
E_HOMO = -0.3312 Ha
Energy relative to the best compared isomer or geometry (same formula, charge and spin) = 1.5215 eV
SMILES string = NCCCS.O

Last column: natural (NBO) charge in e.
Atoms and positions in Å:
N  0.70  -0.25  2.39  -0.832
C  0.42  -0.81  0.97  -0.201
C  0.81  0.12  -0.28  -0.409
C  0.29  -0.42  -1.62  -0.506
S  0.77  0.47  -3.14  -0.080
H  1.66  -0.48  2.66  0.345
H  0.12  -0.79  3.03  0.358
H  0.75  -1.78  0.91  0.168
H  -0.59  -0.89  0.95  0.174
H  0.33  1.07  -0.10  0.216
H  1.86  0.17  -0.38  0.201
H  -0.78  -0.41  -1.68  0.214
H  0.56  -1.41  -1.81  0.205
H  -0.46  0.74  -3.84  0.145
O  -2.93  0.38  3.95  -0.925
H  -3.29  0.90  4.57  0.459
H  -3.12  0.76  3.12  0.466

The following is a DFT calculation (ωB97M-V with the def2-TZVPD basis set) of C19H44AlN3O4PS as an isolated structure.

Computed properties:
Total energy = -59798.57026 eV
2S+1 = 3
E_HOMO (alpha / beta) = -0.1601 / -0.1601 Ha
Energy relative to the best compared isomer or geometry (same formula, charge and spin) = 0.2146 eV
Total charge = -1

Last column: Löwdin spin population.
Atoms and positions in Å:
N  4.36  -3.51  1.01  0.000
C  3.45  -2.53  0.31  0.001
Al  2.02  -3.41  -0.80  0.000
P  0.04  -3.57  0.61  0.000
O  -1.20  -2.68  0.05  0.000
O  -0.58  -5.08  0.55  0.000
S  0.28  -3.04  2.50  0.000
H  3.83  -4.34  1.26  0.000
H  5.05  -3.83  0.34  0.000
H  4.07  -1.88  -0.31  0.000
H  3.01  -1.90  1.10  0.000
H  2.40  -4.97  -1.07  0.000
H  1.65  -2.64  -2.17  0.000
H  -1.45  -2.12  0.80  0.000
H  0.02  -5.60  0.01  0.000
C  5.58  1.61  -4.74  0.004
C  4.25  1.17  -4.06  0.025
C  3.13  2.19  -4.30  0.016
C  3.23  3.47  -3.48  0.001
C  3.38  3.14  -2.00  0.015
C  4.56  2.21  -1.71  0.025
N  4.43  0.99  -2.58  0.367
O  3.63  0.12  -2.09  0.536
C  5.88  2.97  -1.94  0.003
C  4.54  1.75  -0.26  -0.001
C  3.84  -0.17  -4.65  -0.001
H  6.38  1.78  -4.03  0.001
H  5.93  0.82  -5.41  0.000
H  5.45  2.52  -5.33  0.000
H  2.18  1.70  -4.06  0.002
H  3.10  2.41  -5.37  0.002
H  4.07  4.08  -3.83  0.000
H  2.34  4.07  -3.64  0.001
H  3.50  4.05  -1.41  0.002
H  2.46  2.65  -1.65  0.002
H  6.73  2.29  -1.83  0.001
H  5.97  3.75  -1.18  0.000
H  5.95  3.45  -2.91  0.000
H  3.59  1.29  0.00  0.000
H  4.70  2.62  0.38  0.000
H  5.33  1.03  -0.07  0.000
H  4.57  -0.94  -4.40  0.000
H  3.80  -0.06  -5.73  0.000
H  2.87  -0.49  -4.29  0.000
C  -3.55  -1.44  3.34  0.004
C  -4.65  -1.23  2.28  0.025
C  -4.30  -0.08  1.32  0.018
C  -4.46  1.32  1.92  0.001
C  -5.87  1.49  2.50  0.016
C  -6.20  0.42  3.54  0.026
N  -5.98  -0.93  2.91  0.390
O  -6.99  -1.33  2.22  0.510
C  -5.36  0.63  4.80  0.003
C  -7.66  0.51  3.95  -0.001
C  -4.77  -2.51  1.47  -0.001
H  -3.90  -1.29  4.36  0.001
H  -3.18  -2.47  3.30  0.000
H  -2.69  -0.79  3.18  0.000
H  -4.95  -0.16  0.44  0.002
H  -3.28  -0.23  0.98  0.002
H  -3.70  1.50  2.68  0.000
H  -4.30  2.06  1.14  0.001
H  -5.98  2.47  2.97  0.002
H  -6.60  1.43  1.69  0.002
H  -5.52  -0.18  5.52  0.001
H  -5.68  1.57  5.27  0.000
H  -4.29  0.71  4.61  0.000
H  -8.33  0.47  3.09  0.000
H  -7.82  1.46  4.46  0.000
H  -7.93  -0.30  4.62  0.000
H  -5.13  -3.33  2.09  0.000
H  -3.79  -2.77  1.09  0.000
H  -5.45  -2.40  0.63  0.000

The following is a DFT calculation (ωB97M-V with the def2-TZVPD basis set) of a 3-piece molecular cluster, C4H12O4 overall.

Computed properties:
Total energy = -12530.53282 eV
2S+1 = 1
E_HOMO = 0.0115 Ha
Energy relative to the best compared isomer or geometry (same formula, charge and spin) = 0.2401 eV
Total charge = -2

Last column: natural (NBO) charge in e.
Atoms and positions in Å:
C  0.88  3.23  -0.53  0.021
O  1.71  4.05  -1.18  -0.979
C  1.00  1.65  -0.89  -0.458
C  -0.14  0.83  -0.32  -0.433
C  0.16  -0.62  0.06  -0.036
O  -1.00  -1.28  0.48  -0.938
H  1.09  3.20  0.58  0.049
H  -0.22  3.43  -0.66  0.052
H  2.00  1.41  -0.53  0.171
H  1.04  1.68  -2.00  0.177
H  -0.60  1.27  0.58  0.179
H  -0.97  0.78  -1.03  0.180
H  0.90  -0.64  0.88  0.121
H  0.56  -1.13  -0.82  0.122
H  -1.39  -2.60  -0.34  0.512
H  -1.11  -4.07  -0.07  0.452
O  -1.37  -3.51  -0.81  -1.043
H  -1.34  -2.56  2.82  0.435
H  -0.59  -2.22  1.47  0.500
O  -0.58  -2.89  2.33  -1.084

The following is a DFT calculation (ωB97M-V with the def2-TZVPD basis set) of C26H17Br3F4NO4PY as an isolated structure.

Computed properties:
Total energy = -268225.30082 eV
2S+1 = 1
E_HOMO = -0.6120 Ha
Energy relative to the best compared isomer or geometry (same formula, charge and spin) = 0.0000 eV
Total charge = +3

Last column: natural (NBO) charge in e.
Atoms and positions in Å:
Y  -0.17  0.09  0.11  1.710
O  4.01  -1.28  -0.33  -0.570
C  2.84  -0.74  -0.45  0.839
O  1.91  -0.91  0.34  -0.696
C  2.66  0.13  -1.65  0.083
C  3.61  0.40  -2.63  -0.126
C  3.23  1.22  -3.68  -0.099
C  1.93  1.73  -3.73  -0.147
C  1.06  1.40  -2.71  0.058
N  1.43  0.62  -1.69  -0.503
C  -0.38  1.82  -2.55  0.848
O  -0.97  2.63  -3.36  -0.547
O  -1.01  1.37  -1.59  -0.701
H  4.06  -1.84  0.47  0.543
H  4.60  -0.02  -2.57  0.286
H  3.93  1.46  -4.47  0.282
H  1.64  2.36  -4.56  0.259
H  -0.40  2.95  -4.08  0.525
F  1.83  5.53  4.99  -0.231
C  1.21  4.48  4.49  0.346
C  0.33  3.76  5.27  0.301
F  0.09  4.11  6.51  -0.236
C  -0.32  2.65  4.72  0.440
F  -1.18  1.99  5.49  -0.281
C  -0.10  2.25  3.42  -0.483
P  -0.98  0.86  2.68  0.752
C  -2.71  1.25  2.50  -0.326
C  -3.17  1.53  1.20  -0.213
C  -4.49  1.87  0.97  -0.190
C  -5.37  1.94  2.04  -0.140
C  -4.93  1.68  3.33  -0.176
C  -3.61  1.33  3.57  -0.189
C  -0.76  -0.56  3.77  -0.415
C  -1.75  -1.52  3.94  -0.215
C  -1.51  -2.63  4.73  -0.184
C  -0.28  -2.80  5.35  -0.155
C  0.72  -1.85  5.18  -0.198
C  0.49  -0.73  4.39  -0.148
C  0.80  3.00  2.66  -0.096
Br  1.25  2.57  0.85  0.175
C  1.46  4.10  3.17  0.317
F  2.31  4.80  2.45  -0.262
H  -2.51  1.53  0.33  0.175
H  -4.83  2.09  -0.03  0.241
H  -6.40  2.21  1.87  0.252
H  -5.62  1.74  4.16  0.253
H  -3.27  1.14  4.58  0.243
H  -2.73  -1.39  3.50  0.226
H  -2.30  -3.36  4.87  0.246
H  -0.11  -3.66  5.98  0.250
H  1.67  -1.96  5.68  0.244
H  1.27  0.01  4.29  0.211
Br  -2.08  -2.20  0.74  0.201
C  -1.87  -3.03  -0.99  -0.492
Br  -0.55  -2.11  -2.05  0.166
H  -2.82  -2.97  -1.51  0.272
H  -1.52  -4.04  -0.83  0.273

The following is a DFT calculation (ωB97M-V with the def2-TZVPD basis set) of a 3-piece molecular cluster, C6H9NO overall.

Computed properties:
Total energy = -9900.08472 eV
2S+1 = 1
E_HOMO = -0.2798 Ha
Energy relative to the best compared isomer or geometry (same formula, charge and spin) = 5.5194 eV

Last column: natural (NBO) charge in e.
Atoms and positions in Å:
C  0.03  -0.44  -0.68  -0.506
C  2.99  -0.02  -0.04  -0.742
C  1.75  0.67  -0.57  0.603
C  -0.71  0.22  0.27  0.072
C  -2.45  -0.83  -0.23  0.077
C  -0.95  1.08  1.22  -0.446
N  -3.43  -0.43  0.45  -0.667
O  1.78  1.78  -1.04  -0.539
H  -4.31  -0.92  0.27  0.344
H  -0.20  -0.24  -1.73  0.243
H  0.34  -1.45  -0.44  0.231
H  -2.52  -1.64  -0.98  0.152
H  2.83  -0.29  1.00  0.236
H  3.14  -0.94  -0.61  0.235
H  3.87  0.62  -0.14  0.232
H  -0.20  1.74  1.63  0.220
H  -1.97  1.10  1.61  0.254

The following is a DFT calculation (ωB97M-V with the def2-TZVPD basis set) of a 2-piece molecular cluster, CH6NO overall.

Computed properties:
Total energy = -4664.31925 eV
2S+1 = 1
E_HOMO = -0.6207 Ha
Energy relative to the best compared isomer or geometry (same formula, charge and spin) = 0.4468 eV
Total charge = +1

Last column: natural (NBO) charge in e.
Atoms and positions in Å:
C  1.25  0.62  0.67  0.164
N  0.81  0.40  -0.50  -0.581
H  0.51  0.65  1.48  0.237
H  2.19  1.03  0.91  0.229
H  1.29  0.71  -1.34  0.438
H  -0.04  -0.18  -0.65  0.467
H  -2.14  -0.52  -0.83  0.498
H  -1.80  -1.71  0.08  0.508
O  -1.63  -0.77  -0.05  -0.960